Entry 1:
Molecular formula: C5H14N2O
Method: DFT, ωB97M-V with the def2-TZVPD basis set

Energy above the lowest of the compared OMol25 structures with the same formula, charge and spin ... 153.6 kcal/mol
Gap between HOMO and LUMO ... 0.272 hartree
Electronic energy ... -383.45590 Eh
LUMO energy ... 0.62 eV
Net charge ... 0

Each line ends with the Löwdin charge.
Atoms and positions in Å:
C (-0.64, -0.66, 0.34)  -0.35
C (1.51, -0.76, -0.68)  -0.26
C (-0.92, 0.65, -0.39)  -0.26
C (-1.25, -1.91, -0.19)  -0.03
C (0.30, 2.50, 0.67)  -0.20
N (0.20, 1.56, -0.42)  -0.19
N (-0.45, -0.60, 1.67)  0.16
O (1.24, -1.13, -2.04)  -0.23
H (1.66, -0.17, -2.68)  0.25
H (1.06, 0.52, -0.40)  0.09
H (-0.22, 0.29, 2.10)  0.09
H (-0.42, -1.44, 2.22)  0.11
H (1.58, -1.67, -0.08)  0.07
H (2.54, -0.36, -0.66)  0.08
H (-1.21, 0.38, -1.41)  0.11
H (-1.81, 1.09, 0.08)  0.13
H (-0.91, -2.06, -1.22)  0.08
H (-2.34, -1.81, -0.23)  0.10
H (-0.99, -2.79, 0.40)  0.09
H (1.18, 3.13, 0.51)  0.07
H (0.44, 2.07, 1.68)  0.05
H (-0.57, 3.17, 0.75)  0.07



Entry 2:
Molecular formula: C9H17N4
Method: DFT, ωB97M-V with the def2-TZVPD basis set

Energy above the lowest of the compared OMol25 structures with the same formula, charge and spin ... 47.4 kcal/mol
Gap between HOMO and LUMO ... 0.322 hartree
Electronic energy ... -571.81743 Eh
LUMO energy ... -2.59 eV
Net charge ... +1
SMILES ... CN1CCn2c([N+](C)(C)C)cnc21

Each line ends with the Löwdin charge.
Atoms and positions in Å:
C (-4.07, 0.52, -0.54)  -0.05
N (-2.76, 0.21, -0.08)  -0.08
C (-2.62, -1.18, 0.48)  -0.06
C (-1.08, -1.35, 0.64)  -0.13
N (-0.61, -0.11, 0.17)  0.05
C (0.75, 0.66, -0.11)  -0.10
N (2.13, 0.09, -0.03)  -0.31
C (3.06, 1.25, 0.11)  0.01
C (2.39, -0.56, -1.36)  0.03
C (2.21, -0.87, 1.12)  0.03
C (0.23, 1.87, -0.35)  -0.07
N (-1.15, 1.95, -0.36)  0.16
C (-1.56, 0.81, -0.02)  -0.42
H (-4.08, 1.47, -0.91)  0.06
H (-4.52, -0.24, -1.30)  0.13
H (-4.79, 0.49, 0.33)  0.11
H (-3.12, -2.02, -0.07)  0.14
H (-3.07, -1.14, 1.43)  0.10
H (-0.81, -1.52, 1.71)  0.13
H (-0.78, -2.22, 0.05)  0.12
H (4.02, 0.97, 0.39)  0.09
H (3.10, 1.94, -0.77)  0.14
H (2.58, 1.91, 0.81)  0.11
H (3.28, -1.12, -1.23)  0.10
H (1.53, -1.28, -1.52)  0.14
H (2.51, 0.18, -2.16)  0.12
H (3.22, -0.95, 1.55)  0.12
H (1.36, -0.70, 1.85)  0.12
H (1.93, -1.85, 0.72)  0.11
H (0.73, 2.80, -0.53)  0.12



Entry 3:
Molecular formula: C27H28BrN5OSSeTi
Method: DFT, ωB97M-V with the def2-TZVPD basis set

Multiplicity ... 3
Energy above the lowest of the compared OMol25 structures with the same formula, charge and spin ... 0.0 kcal/mol
Gap between HOMO and LUMO (spin up / spin down) ... 0.212 / 0.269 hartree
Electronic energy ... -7617.82968 Eh
LUMO energy (spin up / spin down) ... 0.13 / 0.09 eV
Expectation value of S² ... 2.01
Net charge ... 0

Each line ends with the Löwdin charge.
Atoms and positions in Å:
Ti (0.76, -1.15, 1.04)  0.47
C (-0.51, -3.21, 3.13)  -0.17
C (-1.13, -3.54, 1.77)  -0.20
N (-1.26, -2.37, 0.88)  -0.14
C (-2.46, -1.55, 1.05)  -0.25
C (-2.45, -0.71, 2.33)  -0.40
S (-0.90, 0.22, 2.56)  0.93
C (-0.31, -0.34, 4.20)  -0.41
C (0.82, -1.39, 4.14)  -0.25
N (0.67, -2.34, 3.03)  -0.16
H (-0.28, -4.15, 3.64)  0.13
H (-1.25, -2.71, 3.76)  0.09
H (-2.10, -4.02, 1.94)  0.13
H (-0.48, -4.25, 1.27)  0.07
H (-1.23, -2.70, -0.08)  0.07
H (-3.37, -2.16, 1.05)  0.12
H (-2.51, -0.88, 0.20)  0.12
H (-2.62, -1.33, 3.22)  0.07
H (-3.26, 0.01, 2.29)  0.07
H (-1.17, -0.70, 4.76)  0.07
H (0.05, 0.54, 4.72)  0.08
H (0.84, -1.89, 5.12)  0.12
H (1.77, -0.89, 4.00)  0.12
H (1.50, -2.90, 2.95)  0.09
Br (-3.71, 3.54, 0.50)  0.71
C (-2.09, 4.04, -0.36)  -0.68
C (-0.94, 4.14, 0.39)  -0.11
C (0.26, 4.46, -0.24)  -0.01
C (0.28, 4.67, -1.62)  -0.29
C (-0.89, 4.63, -2.35)  -0.03
C (-2.09, 4.29, -1.73)  -0.12
N (1.49, 5.06, -2.28)  0.07
N (2.57, 4.45, -2.13)  0.10
C (2.56, 3.24, -1.28)  -0.27
C (3.42, 3.19, -0.23)  -0.04
C (3.32, 2.16, 0.73)  0.01
C (2.38, 1.17, 0.59)  -0.39
O (2.14, 0.23, 1.40)  -0.19
C (1.56, 1.18, -0.61)  -0.13
N (0.68, 0.13, -0.67)  0.02
C (-0.06, 0.04, -1.78)  -0.10
C (0.06, 0.98, -2.83)  -0.05
C (0.88, 2.04, -2.76)  0.00
C (1.67, 2.19, -1.55)  -0.11
H (-0.97, 3.97, 1.46)  0.10
H (1.17, 4.53, 0.33)  0.12
H (-0.87, 4.84, -3.41)  0.12
H (-3.01, 4.22, -2.29)  0.10
H (4.13, 3.99, -0.12)  0.12
H (3.97, 2.13, 1.60)  0.11
H (-0.72, -0.80, -1.86)  0.10
H (-0.53, 0.84, -3.72)  0.11
H (0.97, 2.75, -3.57)  0.12
Se (1.99, -3.23, 0.05)  0.64
C (0.97, -3.21, -1.57)  -0.67
C (1.44, -2.48, -2.67)  -0.16
C (0.71, -2.42, -3.85)  -0.10
C (-0.51, -3.09, -3.96)  -0.11
C (-0.98, -3.83, -2.88)  -0.10
C (-0.24, -3.90, -1.70)  -0.17
H (2.37, -1.95, -2.57)  0.10
H (1.09, -1.85, -4.68)  0.11
H (-1.08, -3.03, -4.88)  0.10
H (-1.92, -4.37, -2.97)  0.10
H (-0.60, -4.52, -0.89)  0.09



Entry 4:
Molecular formula: C25H26FN5O2
Method: DFT, ωB97M-V with the def2-TZVPD basis set

Energy above the lowest of the compared OMol25 structures with the same formula, charge and spin ... 6.4 kcal/mol
Gap between HOMO and LUMO ... 0.319 hartree
Electronic energy ... -1492.41139 Eh
LUMO energy ... -0.18 eV
Net charge ... 0
SMILES ... N#Cc1ccc([C@H]2CCc3cncn32)c(F)c1.CNC(=O)[C@H](Cc1ccccc1)NC(C)=O

Each line ends with the Löwdin charge.
Atoms and positions in Å:
N (4.29, -1.40, -7.59)  0.16
C (3.58, -1.74, -6.74)  -0.17
C (2.70, -2.15, -5.69)  -0.23
C (1.31, -2.11, -5.86)  -0.02
C (0.46, -2.53, -4.83)  0.01
C (0.98, -3.00, -3.61)  -0.09
C (0.08, -3.49, -2.48)  -0.17
C (-0.19, -2.37, -1.43)  -0.09
C (-1.67, -1.91, -1.54)  -0.09
C (-2.21, -2.99, -2.38)  -0.28
C (-3.44, -3.47, -2.75)  -0.08
N (-3.23, -4.61, -3.52)  0.05
C (-1.93, -4.81, -3.58)  -0.14
N (-1.28, -3.80, -2.90)  -0.02
C (2.38, -3.01, -3.43)  -0.20
F (2.93, -3.43, -2.27)  0.08
C (3.22, -2.59, -4.47)  0.05
H (0.89, -1.76, -6.80)  0.12
H (-0.62, -2.49, -4.99)  0.12
H (0.53, -4.36, -2.00)  0.16
H (-0.02, -2.78, -0.43)  0.12
H (0.50, -1.53, -1.56)  0.10
H (-2.16, -1.84, -0.56)  0.12
H (-1.75, -0.95, -2.05)  0.11
H (-4.40, -3.04, -2.47)  0.10
H (-1.44, -5.64, -4.09)  0.12
H (4.29, -2.62, -4.31)  0.14
C (-3.40, 1.80, 2.68)  -0.04
N (-2.09, 2.28, 3.12)  0.03
C (-1.23, 1.57, 3.85)  -0.45
O (-1.47, 0.43, 4.21)  0.06
C (0.11, 2.25, 4.21)  -0.21
C (1.18, 1.96, 3.14)  -0.09
C (0.70, 2.22, 1.72)  -0.23
C (0.43, 3.53, 1.30)  -0.05
C (-0.10, 3.77, 0.02)  -0.07
C (-0.35, 2.69, -0.84)  -0.08
C (-0.07, 1.38, -0.43)  -0.07
C (0.45, 1.14, 0.85)  -0.02
N (0.60, 1.81, 5.52)  0.12
C (1.36, 2.47, 6.39)  -0.55
C (1.82, 3.89, 6.07)  0.01
O (1.69, 1.96, 7.44)  0.04
H (-4.08, 2.64, 2.52)  0.08
H (-3.83, 1.14, 3.44)  0.09
H (-3.29, 1.24, 1.75)  0.08
H (-1.80, 3.19, 2.80)  0.12
H (-0.07, 3.32, 4.23)  0.13
H (2.06, 2.57, 3.32)  0.11
H (1.49, 0.91, 3.22)  0.13
H (0.62, 4.36, 1.97)  0.11
H (-0.31, 4.78, -0.30)  0.10
H (-0.75, 2.88, -1.83)  0.10
H (-0.25, 0.56, -1.10)  0.07
H (0.65, 0.12, 1.17)  0.11
H (0.32, 0.88, 5.81)  0.15
H (2.46, 3.88, 5.20)  0.07
H (2.38, 4.27, 6.93)  0.09
H (0.95, 4.52, 5.91)  0.08



Entry 5:
Molecular formula: C3H4LiO3Pm
Method: DFT, ωB97M-V with the def2-TZVPD basis set

Multiplicity ... 5
Energy above the lowest of the compared OMol25 structures with the same formula, charge and spin ... 225.7 kcal/mol
Gap between HOMO and LUMO (spin up / spin down) ... 0.195 / 0.229 hartree
Electronic energy ... -957.40217 Eh
LUMO energy (spin up / spin down) ... -10.35 / -9.44 eV
Expectation value of S² ... 6.47
Net charge ... +2

Each line ends with the Löwdin charge.
Atoms and positions in Å:
O (0.92, -1.00, 0.82)  0.04
C (-0.24, -0.59, 1.09)  -0.80
C (1.65, 1.15, 0.04)  0.10
O (-1.47, -0.80, 0.88)  -0.15
O (-0.22, 0.73, 1.09)  -0.03
C (0.27, 1.37, -0.11)  -0.17
H (2.15, 2.00, 0.52)  0.13
H (2.30, 0.95, -0.82)  0.09
H (0.13, 2.01, -0.99)  0.12
H (-2.37, -4.30, -1.19)  -0.15
Li (-1.96, 1.43, -0.95)  0.86
Pm (-1.16, -2.96, -0.40)  1.96



Entry 6:
Molecular formula: C5H6N2O
Method: DFT, ωB97M-V with the def2-TZVPD basis set

Energy above the lowest of the compared OMol25 structures with the same formula, charge and spin ... 104.0 kcal/mol
Gap between HOMO and LUMO ... 0.293 hartree
Electronic energy ... -378.70525 Eh
LUMO energy ... 0.82 eV
Net charge ... 0
SMILES ... [H]/N=C/N1C=COC=C1

Each line ends with the Löwdin charge.
Atoms and positions in Å:
H (3.73, 0.00, -0.02)  0.10
N (2.71, 0.46, 0.25)  0.02
C (1.80, -0.40, -0.13)  -0.24
N (0.39, -0.09, -0.28)  -0.10
C (-0.12, 1.30, -0.17)  -0.03
C (-1.42, 1.32, -0.18)  -0.13
O (-2.31, 0.30, 0.13)  -0.11
C (-1.90, -1.03, 0.07)  -0.06
C (-0.52, -1.04, -0.21)  -0.15
H (2.00, -1.52, -0.20)  0.12
H (0.61, 2.05, 0.32)  0.15
H (-2.11, 2.24, -0.04)  0.16
H (-2.80, -1.50, 0.43)  0.12
H (-0.07, -2.09, 0.01)  0.14